#a
9
Properties=species:S:1:pos:R:3 method="wB97M-V/def2-TZVPD" multiplicity=1 homo_energy_ha="-0.335 / -0.334"
C -1.19288 0.17800 0.29133
C 1.72181 0.41281 -0.44704
O 2.09031 -0.78873 -0.72172
F 2.33212 1.00447 0.59058
F 1.73029 1.30911 -1.39935
H -1.35469 -0.77398 -0.15804
H -0.45461 0.31244 1.04809
H -1.21849 0.96944 -0.35828
H 2.93751 -0.71537 -1.19252



#b
9
Properties=species:S:1:pos:R:3 method="wB97M-V/def2-TZVPD" multiplicity=1 homo_energy_ha=-0.413
C -0.35967 -0.34308 0.38472
C 0.77286 0.04110 -0.51416
H -1.81849 0.71833 0.23196
H -0.08098 0.39071 1.48489
H -0.17709 -1.47184 0.48640
H 0.71781 -0.03144 -1.62744
O -1.82564 -0.04117 -0.36220
F 1.84856 -0.65243 -0.07583
F 0.92264 1.38983 -0.00835



Least stable of them? #a.



#a
10
Properties=species:S:1:pos:R:3 method="wB97M-V/def2-TZVPD" multiplicity=1 homo_energy_ha=-0.354
C 0.04366 0.73715 0.42599
C 0.59514 -1.22822 -0.85959
H -0.96145 2.15500 1.58245
H 0.67291 -1.21038 1.51488
N -0.65689 1.22766 -0.56329
N -0.99338 0.38231 -1.47320
N -0.55208 -0.75561 -1.72579
N 0.65641 -0.47065 0.37884
O -0.04016 1.48248 1.62445
O 1.23585 -2.31974 -0.90475



#b
10
Properties=species:S:1:pos:R:3 method="wB97M-V/def2-TZVPD" multiplicity=1 homo_energy_ha=-0.387
C -0.08893 -0.97431 0.04614
C 0.45563 1.68183 -0.24263
H 0.44830 -2.51156 1.14107
H -1.98246 -0.36880 -0.12349
N -0.33318 -1.89647 0.97009
N 1.30568 -0.54596 -0.46037
N 1.47401 0.75221 -0.44587
N -1.04532 -0.20705 -0.57354
O 0.61141 2.86750 -0.07111
O -0.84515 1.20261 -0.24028



Least stable of them? #a.



#a
10
Properties=species:S:1:pos:R:3 method="wB97M-V/def2-TZVPD" multiplicity=1 homo_energy_ha=-0.378
C -0.32428 -1.48729 -1.33743
C 0.27204 0.24352 0.01378
H -1.47252 -1.25276 -1.13864
H 1.83433 0.61439 1.07791
N 0.72350 -0.70145 -0.71896
N -1.15882 0.62499 0.43877
N -1.07243 1.42365 1.36769
N 1.03583 1.21509 0.61248
O -0.03727 -2.47201 -1.91506
O 0.19963 1.79186 1.59945



#b
10
Properties=species:S:1:pos:R:3 method="wB97M-V/def2-TZVPD" multiplicity=1 homo_energy_ha=-0.386 smiles="O=c1cnnnn1O"
C -0.57304 -1.11757 -0.66184
C -0.31012 0.27539 -0.62709
H 0.26211 2.34559 -0.03402
H -1.05080 -1.53267 -1.53141
N 0.28118 0.61069 0.56085
N 0.67477 -0.20828 1.53940
N 0.58564 -1.42844 1.35539
N -0.05765 -1.90171 0.23064
O 0.71901 1.87779 0.68341
O -0.53111 1.07921 -1.51533



#c
10
Properties=species:S:1:pos:R:3 method="wB97M-V/def2-TZVPD" multiplicity=1 homo_energy_ha=-0.360 smiles="Nc1nnc(=O)on1"
C -1.11026 -0.53387 0.24103
C 1.35217 0.48795 -0.32605
H -3.08008 -0.12474 0.20604
H -2.58633 -1.93681 0.60888
N -2.36239 -0.98852 0.39342
N -1.07231 0.83539 0.04281
N 0.03344 1.24937 -0.22414
N -0.05517 -1.32759 0.29056
O 2.28199 1.20647 -0.66919
O 1.26926 -0.71190 0.19127



Least stable of them? #a.



#a
10
Properties=species:S:1:pos:R:3 method="wB97M-V/def2-TZVPD" multiplicity=1 homo_energy_ha=-0.376
C -2.21474 -0.10049 -0.22606
C 0.03428 -0.34342 -0.32377
H -3.25616 -0.29434 -0.67944
H 3.02657 -0.70691 0.17825
N -1.06711 -0.81185 -0.33536
N 0.55300 1.02303 -0.61188
N 1.68430 1.18942 -0.04004
N 2.10923 -0.18891 0.54814
O -2.32979 0.57635 0.76632
O 1.12435 -1.17849 0.09297



#b
10
Properties=species:S:1:pos:R:3 method="wB97M-V/def2-TZVPD" multiplicity=1 homo_energy_ha=-0.391 smiles="NC(=O)N=C=O.N#N"
C -0.07920 -0.56996 0.53555
C -0.05890 -0.26248 -1.79146
H 1.62070 -1.63065 1.17288
H 0.41923 -1.26275 2.40183
N 0.74565 -1.13449 1.44881
N 0.54933 -0.59368 -0.78043
N -0.27879 2.50173 -0.75171
N -1.16354 2.97174 -0.14222
O -0.50919 0.11011 -2.80139
O -1.24530 -0.12957 0.70812



#c
10
Properties=species:S:1:pos:R:3 method="wB97M-V/def2-TZVPD" multiplicity=1 homo_energy_ha=-0.393 smiles="NC(=O)c1nnon1"
C -1.10631 -0.47211 -0.14850
C 0.43167 -0.42726 -0.22589
H -2.55692 1.19929 0.51431
H -0.54983 1.48646 0.30540
N -1.50042 0.87127 -0.09353
N 1.28753 -1.47465 0.02485
N 2.41918 -0.94218 -0.01243
N 0.99113 0.76306 -0.15778
O -1.70309 -1.49625 -0.10426
O 2.28706 0.49237 -0.10216



Least stable of them? #a.



#a
10
Properties=species:S:1:pos:R:3 method="wB97M-V/def2-TZVPD" multiplicity=1 homo_energy_ha="-0.376 / -0.363"
C 0.73716 0.83528 -0.87206
C -0.24060 1.53292 0.21553
N 1.00297 -0.31045 -0.62941
N -0.22765 1.38536 1.37694
N 0.77805 -1.25374 0.15546
N -0.46953 -1.70400 0.59158
O -1.46365 -1.27949 0.03862
O -0.45332 -2.48985 1.50564
H 1.22721 1.34012 -1.72260
H -0.89063 1.94385 -0.65970



#b
10
Properties=species:S:1:pos:R:3 method="wB97M-V/def2-TZVPD" multiplicity=1 homo_energy_ha=-0.408
C 0.13910 -1.51916 -0.30712
C -0.74192 -0.45517 -0.03547
N 0.72230 -2.49799 -0.43617
N 0.90658 1.32579 -0.20242
N -1.00182 -0.22493 1.14771
N 1.99697 1.21357 0.00577
O 3.08836 1.01283 0.31852
O -1.27961 0.08802 -1.13136
H -1.77276 0.37193 1.35514
H -2.05719 0.68514 -0.71461



#c
10
Properties=species:S:1:pos:R:3 method="wB97M-V/def2-TZVPD" multiplicity=1 homo_energy_ha=-0.380 smiles="[H]/N=c1/nnoc(O)n1"
C 1.04984 0.09576 0.00374
C -1.10257 0.04519 0.01618
H 1.83182 -1.73799 -0.20343
H -1.79394 -1.53661 0.67033
N -0.00815 -0.54552 -0.39381
N -2.14984 -0.61813 0.27094
N -1.05712 1.40291 -0.52443
N 0.00358 2.11032 -0.17316
O 2.07174 -0.68927 -0.18749
O 1.15463 1.47335 0.52113



#d
10
Properties=species:S:1:pos:R:3 method="wB97M-V/def2-TZVPD" multiplicity=1 homo_energy_ha=-0.360 smiles="O/N=c1/nncno1"
C 0.29501 -0.57544 -0.05154
C -1.61167 1.30909 0.28992
H 2.24938 -0.07224 0.09858
H -2.50453 1.96274 0.48430
N 1.12146 -1.40733 -0.48345
N -1.12845 -0.83250 -0.33161
N -1.93595 -0.06482 0.02113
N -0.33942 1.73926 0.16463
O 2.47481 -0.93769 -0.24817
O 0.54163 0.64585 0.54717



Least stable of them? #a.



#a
12
Properties=species:S:1:pos:R:3 method="wB97M-V/def2-TZVPD" multiplicity=1 homo_energy_ha="-0.346 / -0.344"
C 0.51687 0.05450 0.17943
C 0.85502 -1.17101 -0.49902
C -1.53918 -0.02916 0.91203
O 0.57703 2.68846 0.46110
O 1.91703 1.75604 -1.24917
S 0.69069 1.65938 -0.51805
Cl -2.46403 -1.26299 0.19363
H 0.97085 -1.93648 0.26094
H 1.73519 -1.37311 -1.26324
H -0.08079 -1.44074 -0.99433
H -1.40385 0.10779 2.02539
H -1.77483 0.94733 0.49130



#b
12
Properties=species:S:1:pos:R:3 method="wB97M-V/def2-TZVPD" multiplicity=1 homo_energy_ha=-0.356
C -2.76756 0.85916 0.18808
C -3.77374 0.24401 -0.07649
C 1.85576 -1.26760 -0.37517
O 2.29221 1.06313 0.76659
O 0.07639 0.80465 -0.37076
S 1.45832 0.53737 -0.62682
Cl -5.31924 -0.41648 -0.02724
H -1.75319 0.87733 0.44676
H 2.07001 1.94536 1.09679
H 2.72356 -1.36644 0.44604
H 0.96107 -1.63686 -0.07466
H 2.17641 -1.64363 -1.39312



Least stable of them? #a.



#a
11
Properties=species:S:1:pos:R:3 method="wB97M-V/def2-TZVPD" multiplicity=1 homo_energy_ha=-0.329
C -0.33225 -0.25391 -0.12297
C -0.84320 0.68716 -0.89050
C 0.48364 -0.18632 0.91969
H -0.62216 -2.93738 1.05179
H -1.45652 0.38093 -1.84228
H 0.41530 -1.86578 1.86042
N 0.90228 2.16575 0.08963
N 1.29195 1.24677 0.68606
N 1.03483 -1.03697 1.70474
O -0.56289 1.95720 -0.74852
S -0.76788 -1.83411 -0.74263



#b
11
Properties=species:S:1:pos:R:3 method="wB97M-V/def2-TZVPD" multiplicity=1 homo_energy_ha=-0.317
C 1.99818 1.25280 0.18289
C -0.26498 0.41989 -0.10173
C -1.63968 0.11296 -0.05827
N 0.72354 0.99736 0.12202
N 2.70857 -1.38815 -0.19625
N -2.07428 -1.20139 -0.10627
O -2.45204 1.07062 -0.01610
S 3.18681 -0.05176 0.07754
H 2.53594 2.22764 0.22238
H -1.61185 -2.12495 -0.17167
H -3.11021 -1.31502 0.04546



Least stable of them? #a.



#a
7
Properties=species:S:1:pos:R:3 method="wB97M-V/def2-TZVPD" multiplicity=1 homo_energy_ha=-0.382
C 2.22159 0.07881 0.42883
C -2.02351 0.00152 0.04047
N -1.15404 0.76367 0.46897
O -0.95205 -0.65065 -0.28881
F 1.79234 0.50941 -0.71739
F 3.38409 -0.46561 0.18238
F -3.26842 -0.23715 -0.11444



#b
7
Properties=species:S:1:pos:R:3 method="wB97M-V/def2-TZVPD" multiplicity=1 homo_energy_ha="-0.401 / -0.355"
C 1.28625 -0.18777 0.03818
C -1.56802 0.17428 0.15913
N 0.69723 -0.44908 1.08112
O -2.31904 0.61513 0.94477
F 2.49107 -0.53969 -0.33688
F 0.89809 0.72486 -0.94145
F -1.48559 -0.33773 -0.94487



Least stable of them? #a.